Entry 1:
{"formula": "C2HCl4NO2", "method": "ωB97M-V/def2-TZVPD", "elements": ["C", "C", "N", "O", "O", "Cl", "Cl", "Cl", "Cl", "H"], "xyz": [[1.6559, 0.0229, 0.2152], [0.8168, -0.6551, -0.7674], [-3.1989, 0.5394, 0.2009], [-2.2699, 0.2369, -0.5428], [-3.3743, 0.4137, 1.3620], [1.0736, 1.7534, 0.3264], [1.8285, -0.4351, 1.9109], [1.2992, -0.8502, -2.3977], [-0.5898, -1.3009, -0.2116], [2.7589, 0.2751, -0.0960]], "mulliken_charge": [-0.148, 0.390, 0.644, -0.316, -0.385, -0.161, -0.117, -0.136, -0.074, 0.303], "homo_ha": [-0.37308, -0.30835], "lumo_ev": [-1.11, -1.71], "total_charge": 0}

***

Entry 2:
{"formula": "C2HClF2", "method": "ωB97M-V/def2-TZVPD", "elements": ["F", "C", "C", "F", "Cl", "H"], "xyz": [[-1.2622, 1.3098, 0.3417], [-0.4350, 0.5479, -0.3238], [0.2722, -0.4623, 0.3169], [0.0268, -0.8986, 1.4672], [1.3514, -1.4089, -0.6290], [0.0469, 0.9120, -1.1731]], "mulliken_charge": [-0.221, -0.209, 0.477, -0.191, -0.157, 0.301], "homo_ha": -0.34388, "lumo_ev": 0.80, "total_charge": 0, "smiles": "F/C=C(\\F)Cl"}

***

Entry 3:
{"formula": "C2HClF2O2", "method": "ωB97M-V/def2-TZVPD", "elements": ["C", "C", "O", "O", "F", "F", "Cl", "H"], "xyz": [[1.0270, 0.3136, -0.1364], [0.9194, -0.9762, -0.0244], [-2.1085, 0.7712, 0.5300], [-1.2043, 1.6043, 0.0315], [1.9621, -1.8262, -0.0184], [-0.2121, -1.6572, 0.0243], [2.0673, 1.5469, -0.1966], [-2.4509, 0.2236, -0.2099]], "mulliken_charge": [0.159, 0.441, -0.201, -0.305, -0.206, -0.168, -0.067, 0.347], "homo_ha": -0.32560, "lumo_ev": -2.46, "total_charge": 0}

***

Entry 4:
{"formula": "C2HClF2O2", "method": "ωB97M-V/def2-TZVPD", "elements": ["C", "C", "O", "O", "F", "F", "Cl", "H"], "xyz": [[1.0738, -0.0467, 0.0079], [0.8452, -1.2845, 0.3198], [-1.8758, 1.9034, -0.0250], [-1.1421, 1.5523, -1.0578], [1.6317, -2.3703, 0.7603], [-0.3748, -1.7780, 0.2132], [2.2268, 1.0047, -0.3062], [-2.3848, 1.0190, 0.0879]], "mulliken_charge": [0.058, 0.452, -0.175, -0.216, -0.222, -0.183, -0.097, 0.382], "homo_ha": [-0.36041, -0.35909], "lumo_ev": [-0.85, -1.45], "total_charge": 0}

***

Summary of energy in eV
-57758.860, -20045.905, -24134.178, -24134.743
(order as listed above)
Summary of ΔE to the lowest compared entry with this formula, charge and spin in kcal/mol
57.2, 17.4, 195.5, 182.4
(order as listed above)